Record 1
This record from OMol25 describes a molecular structure, C17H19F9MoN6O5S2Se in a non-equilibrium geometry. The level of theory is the ωB97M-V functional and the def2-TZVPD basis.

Geometry as XYZ:
```
60
Properties=species:S:1:pos:R:3
Mo -0.26052 0.09992 1.22302
C 0.35218 4.30882 0.87112
C -0.25472 2.94692 0.90832
N 0.08898 2.02592 1.77862
N 0.85458 2.32502 2.83382
C 0.66058 1.51862 3.83672
N 1.25918 1.72772 5.01512
S -0.54002 0.24902 3.73062
C -1.34782 2.52852 0.09172
C -2.08082 3.39702 -0.72848
C -3.20692 2.93962 -1.37078
C -3.57842 1.60392 -1.17948
C -2.80872 0.79622 -0.37778
N -1.70632 1.21542 0.26032
H 1.20828 4.32692 1.53892
H 0.67868 4.54062 -0.13988
H -0.36572 5.06282 1.18892
H 1.98478 2.42272 5.06552
H 1.21158 1.00272 5.71092
H -1.76392 4.42452 -0.81618
H -3.79072 3.58792 -2.00658
H -4.45942 1.19642 -1.64418
H -3.07482 -0.24108 -0.22148
Se -3.66452 -3.20178 1.30362
C -2.43162 -2.04048 1.45692
N -1.61272 -1.18078 1.50752
F 2.46458 -3.89158 2.79822
C 1.63048 -2.86538 2.59652
F 0.91918 -2.71068 3.71312
F 0.77218 -3.22088 1.64122
C 2.39768 -1.56698 2.22762
O 1.59408 -0.54398 1.93692
C 3.28068 -1.14988 3.43642
F 2.52418 -0.79818 4.47952
F 4.10909 -2.09878 3.87032
F 4.01138 -0.07968 3.12012
C 3.34898 -1.83158 1.01762
F 3.61908 -0.66778 0.42272
F 2.80248 -2.62618 0.10062
F 4.51548 -2.37938 1.35962
C 0.61888 -1.04548 -4.71548
C -0.32372 0.13592 -4.62798
S -1.56752 0.11782 -3.25898
O -0.78492 0.09862 -2.00248
C -2.28372 -1.59368 -3.42628
C -1.58512 -2.61278 -2.55098
H 1.34458 -0.85838 -5.50498
H 0.09208 -1.96428 -4.96278
H 1.16258 -1.17838 -3.78288
H -0.91122 0.25802 -5.53698
H 0.22868 1.05732 -4.44058
H -2.27682 -1.84858 -4.48468
H -3.31912 -1.46438 -3.10978
H -0.68082 -2.99258 -3.01588
H -2.24652 -3.45318 -2.34978
H -1.30612 -2.16218 -1.59708
O 1.84488 -0.63768 -1.75838
N 1.13218 -0.41648 -0.83058
O 1.05888 0.71312 -0.30948
O 0.46198 -1.30508 -0.29138
```

The multiplicity is 3. The highest occupied orbital energy (alpha / beta) is -7.91 / -8.48 eV. The value obtained for the lowest unoccupied orbital energy (alpha / beta) is -0.044 / -0.070 Eh. The value obtained for the energy above the lowest of the compared OMol25 structures with the same formula, charge and spin is 103.4 kJ/mol.


Record 2
This record from OMol25 describes a molecular structure, C68H82AsClO7PSc in a non-equilibrium geometry. The level of theory is the ωB97M-V functional and the def2-TZVPD basis.

Geometry as XYZ:
```
161
Properties=species:S:1:pos:R:3
Sc -1.30109 1.87932 -0.42947
C -3.82320 1.00082 1.93835
O -2.77172 0.50144 1.10411
C -2.49673 -0.84218 1.37526
C -1.83448 -1.17729 2.55184
C -1.06631 -0.11863 3.29453
C 0.35906 -0.21538 2.79973
C 1.23493 -1.05124 3.47774
C 2.54657 -1.23905 3.07425
C 2.95827 -0.49774 1.97295
C 2.11204 0.34600 1.27524
C 2.67875 1.16671 0.14164
C 2.55214 0.44964 -1.17552
C 3.44896 -0.54427 -1.54984
C 3.33851 -1.21088 -2.76357
C 2.21369 -0.94506 -3.53990
C 1.29065 0.02867 -3.19235
C 0.01163 0.19855 -3.97379
C -0.91142 -0.90033 -3.49230
C -0.95361 -2.11402 -4.16445
C -1.74264 -3.17286 -3.73572
C -2.55887 -2.93600 -2.63323
C -2.54948 -1.73533 -1.94452
C -3.53805 -1.48139 -0.82664
C -2.96618 -1.82999 0.52220
C -2.88714 -3.15718 0.93382
C -2.36991 -3.51423 2.17090
C -1.79666 -2.50542 2.94159
C -2.41730 -4.94463 2.69839
C -0.98751 -5.49459 2.80100
C -3.23766 -5.87254 1.79834
C -3.06918 -4.94645 4.08965
C -1.65999 -0.70874 -2.32082
O -1.60954 0.42976 -1.65109
C -1.78026 -4.52170 -4.44583
C -0.72681 -4.62708 -5.55211
C -1.51052 -5.64755 -3.43709
C -3.16417 -4.71160 -5.08536
C 1.51194 0.76978 -2.03689
O 0.77943 1.94647 -1.81314
C 1.40921 2.99059 -2.56499
C 4.39869 -2.17706 -3.28223
C 3.81483 -3.59171 -3.40012
C 5.62726 -2.23171 -2.37070
C 4.86348 -1.70316 -4.66933
C 0.75633 0.47442 1.64039
O -0.07750 1.26336 0.96654
C 3.52301 -2.16337 3.79080
C 2.84766 -2.98722 4.89095
C 4.13390 -3.14943 2.78330
C 4.63566 -1.32230 4.43316
H -4.24978 0.19775 2.53876
H -4.59524 1.43021 1.29891
H -3.44607 1.77736 2.60372
H -1.09919 -0.28270 4.37300
H -1.45350 0.87232 3.06639
H 0.85777 -1.55922 4.35755
H 3.99091 -0.55881 1.64394
H 3.72594 1.39173 0.35442
H 2.10616 2.09154 0.08826
H 4.26167 -0.77082 -0.87176
H 2.04750 -1.49987 -4.45607
H 0.18829 0.09614 -5.04533
H -0.43385 1.17220 -3.76516
H -0.34545 -2.20985 -5.05516
H -3.24925 -3.70849 -2.30957
H -4.43854 -2.07201 -1.00964
H -3.79112 -0.42011 -0.82626
H -3.27672 -3.91533 0.26742
H -1.31411 -2.74683 3.88158
H -0.51623 -5.50667 1.81687
H -0.99946 -6.51319 3.19482
H -0.37722 -4.87624 3.46069
H -2.76649 -5.99937 0.82246
H -4.24961 -5.48888 1.65907
H -3.31230 -6.85591 2.26473
H -2.49331 -4.36036 4.80528
H -3.13968 -5.96757 4.46984
H -4.07703 -4.53047 4.03907
H 0.27531 -4.45638 -5.15454
H -0.91781 -3.91131 -6.35307
H -0.75358 -5.62780 -5.98587
H -0.54063 -5.49985 -2.95920
H -1.50260 -6.61394 -3.94578
H -2.26999 -5.68140 -2.65548
H -3.35790 -3.90901 -5.79903
H -3.95342 -4.69184 -4.33307
H -3.21367 -5.66620 -5.61431
H 2.48681 2.98379 -2.38676
H 1.00594 3.94154 -2.23442
H 1.22987 2.85686 -3.63549
H 3.48589 -3.95136 -2.42381
H 4.57182 -4.27809 -3.78544
H 2.95875 -3.61110 -4.07593
H 5.37903 -2.65429 -1.39568
H 6.05043 -1.23587 -2.22997
H 6.39204 -2.86224 -2.82626
H 4.04711 -1.70965 -5.39078
H 5.65218 -2.35845 -5.04459
H 5.25726 -0.68701 -4.61018
H 2.01993 -3.57279 4.48617
H 2.47396 -2.35011 5.69442
H 3.57319 -3.68018 5.32019
H 3.34353 -3.73086 2.30549
H 4.81274 -3.83820 3.29130
H 4.69440 -2.63232 2.00430
H 4.20632 -0.61204 5.14188
H 5.18748 -0.75502 3.68249
H 5.34144 -1.96276 4.96790
Cl -2.74120 4.15626 1.37233
C -1.92913 5.22845 2.47857
C -2.67906 6.05838 3.30087
C -2.03434 6.87689 4.21080
C -0.64819 6.87453 4.28987
C 0.08962 6.05886 3.45123
C -0.53569 5.22511 2.52491
P 0.43561 4.07913 1.42967
C 1.56467 3.54183 2.78429
C 2.94801 3.66614 2.82776
C 3.66932 3.11660 3.88061
C 3.01966 2.46553 4.91449
C 1.63547 2.35801 4.89252
C 0.92152 2.87683 3.82954
C 1.37520 5.35548 0.49617
C 2.59508 5.05329 -0.11075
C 3.22552 5.96505 -0.94457
C 2.62491 7.18128 -1.22948
C 1.38922 7.47529 -0.67167
C 0.77259 6.57605 0.18339
H -3.75828 6.05916 3.22655
H -2.61637 7.51288 4.86453
H -0.14944 7.50998 5.01004
H 1.17042 6.05570 3.51570
H 3.47847 4.20594 2.05616
H 4.74885 3.20413 3.89262
H 3.58483 2.04904 5.73847
H 1.12131 1.85199 5.70009
H -0.15839 2.77730 3.80718
H 3.05747 4.08873 0.05037
H 4.18237 5.71894 -1.38842
H 3.10965 7.88581 -1.89273
H 0.89939 8.41123 -0.91005
H -0.18850 6.82387 0.61521
O -1.95476 3.30622 -3.01599
C -1.43530 4.11210 -2.23221
O -1.02145 3.86057 -1.06495
H -1.30475 5.16026 -2.57558
C -5.96251 1.58704 -1.41446
As -4.23199 2.24322 -2.05442
C -4.77016 3.98706 -2.72847
C -3.90431 1.09700 -3.57543
O -3.29694 2.37917 -0.70110
H -6.64489 1.49731 -2.25920
H -6.36402 2.30204 -0.69675
H -5.85979 0.61929 -0.92597
H -5.81003 3.95755 -3.05103
H -4.12445 4.27236 -3.55300
H -4.65674 4.70190 -1.91392
H -4.74072 1.24590 -4.25865
H -3.85635 0.05497 -3.26839
H -2.96997 1.38746 -4.04475
```

The highest occupied orbital energy is -6.96 eV. The value obtained for the lowest unoccupied orbital energy is 0.014 Eh.


Record 3
This record from OMol25 describes a molecular structure, C37H35N5OPPtS in a non-equilibrium geometry. The level of theory is the ωB97M-V functional and the def2-TZVPD basis.

Geometry as XYZ:
```
81
Properties=species:S:1:pos:R:3
Pt -0.37084 -1.86898 1.13718
N 1.63199 -2.33061 4.99689
C 1.24273 -2.24716 3.71928
S -0.30373 -2.77065 3.23675
N 2.12877 -1.75846 2.84396
N 1.56022 -1.44272 1.66062
C 2.25163 -0.91452 0.63608
C 3.70041 -1.00440 0.72474
C 4.49676 -1.74239 -0.19189
C 5.89404 -1.60635 -0.18238
C 6.51469 -0.79313 0.73645
C 5.74539 -0.04064 1.63493
C 4.38710 -0.21802 1.73680
C 1.54089 -0.65434 -0.60374
C 1.99415 -0.74163 -1.88859
C 1.07924 -0.86939 -2.92125
C -0.25418 -0.74776 -2.68799
C -0.68606 -0.02882 -1.46235
N 0.16916 -0.64981 -0.42303
H 0.91792 -2.34275 5.67645
H 2.55753 -2.13315 5.32379
H 4.01777 -2.47117 -0.89511
H 6.46827 -2.28745 -0.80575
H 7.60160 -0.65286 0.66613
H 6.18269 0.54677 2.42153
H 3.87334 0.20395 2.61606
H 3.04833 -0.85576 -2.11785
H 1.41622 -1.05230 -3.90642
H -0.95809 -1.02680 -3.47706
H -2.46203 0.68370 -0.41052
C -3.43890 -4.61592 -1.61099
C -2.78230 -4.64883 -0.24654
C -1.29699 -5.03643 -0.17615
C -3.10032 -3.34323 0.64554
C -4.38740 -2.67765 0.42140
O -4.12222 -1.52615 -0.54276
C -2.81661 -1.28096 -0.42303
N -2.19829 -2.12416 0.38335
C -2.25624 -0.07402 -1.16895
C -3.04855 0.27715 -2.38487
C -2.71820 1.15549 -3.38986
C -1.76571 2.19022 -3.31677
C -0.65923 2.32057 -2.47521
C -0.37372 1.49247 -1.41845
P 0.34543 1.96213 0.24444
C -1.08706 2.70318 1.05622
C -2.30129 3.20020 0.45022
C -3.39785 3.44856 1.24819
C -3.31766 3.43238 2.64139
C -2.10428 3.16353 3.23246
C -0.95466 2.79072 2.44755
C 1.31866 3.32433 -0.34304
C 2.69428 3.16302 -0.41561
C 3.52931 4.27996 -0.63627
C 2.92059 5.51043 -0.82426
C 1.53527 5.69917 -0.81142
C 0.71155 4.58429 -0.68297
H -2.74121 -5.16107 -2.28730
H -3.54242 -3.54271 -1.95062
H -4.44033 -5.11561 -1.73015
H -3.33722 -5.50276 0.30107
H -0.64393 -4.29075 -0.64694
H -1.20053 -6.07650 -0.65381
H -1.08424 -5.05356 0.92943
H -3.04107 -3.64214 1.68383
H -4.79342 -2.17238 1.27616
H -5.20085 -3.22830 -0.07016
H -4.10888 0.05107 -2.32368
H -3.33124 1.25054 -4.32490
H -1.90218 3.02717 -4.05488
H 0.00750 3.19528 -2.55122
H -2.33816 3.46632 -0.64046
H -4.41638 3.65122 0.86226
H -4.16577 3.78623 3.19615
H -1.96465 3.23906 4.29955
H -0.02132 2.53699 2.93399
H 3.08310 2.14561 -0.46544
H 4.63716 4.19719 -0.66447
H 3.50570 6.42802 -0.99322
H 1.07719 6.62505 -1.03432
H -0.35037 4.63319 -0.78821
```

As for the net charge: +1. The multiplicity is 3. The highest occupied orbital energy (alpha / beta) is -10.11 / -10.17 eV. The value obtained for the lowest unoccupied orbital energy (alpha / beta) is -0.128 / -0.184 Eh. The value obtained for the energy above the lowest of the compared OMol25 structures with the same formula, charge and spin is 377.6 kJ/mol.